{
  "formula": "C5H10O",
  "method": "wB97M-V/def2-TZVPD",
  "smiles": "C=CC.C=CO",
  "mol_weight_g_mol": 86.13,
  "homo_energy_ev": -9.139,
  "symbols": ["C", "C", "C", "H", "H", "H", "H", "H", "H", "C", "C", "O", "H", "H", "H", "H"],
  "coordinates": [[-0.74126, -0.60036, 0.42561], [-2.01196, -0.99115, 0.52100], [-2.41659, -2.41227, 0.76679], [-0.60158, 0.33475, -0.08968], [0.04606, -1.33679, 0.45849], [-2.77688, -0.26335, 0.27447], [-1.56140, -2.97250, 1.13188], [-3.25009, -2.56804, 1.44047], [-2.71851, -2.82016, -0.20194], [1.81048, 1.77943, 0.08365], [2.56209, 1.60413, -0.99949], [3.09245, 2.54488, -1.83370], [1.24002, 0.92864, 0.39845], [1.57391, 2.78078, 0.40914], [2.61596, 0.60962, -1.43212], [3.13730, 3.38239, -1.35302]],
  "mulliken_charge": [-0.698, 0.082, -1.031, 0.233, 0.223, 0.319, 0.309, 0.322, 0.244, -0.621, 0.111, -0.473, 0.127, 0.243, 0.317, 0.292]
}

{
  "formula": "C5H10O",
  "method": "wB97M-V/def2-TZVPD",
  "mol_weight_g_mol": 86.13,
  "homo_energy_ev": -7.000,
  "symbols": ["C", "C", "C", "C", "O", "C", "H", "H", "H", "H", "H", "H", "H", "H", "H", "H"],
  "coordinates": [[-0.53201, -0.88614, -1.62833], [-0.23349, -0.75280, -0.13286], [1.13351, -0.14990, 0.15851], [0.87082, 1.20941, 0.51592], [-0.39421, 1.52578, 0.55870], [-1.13580, 0.27374, 0.56835], [0.20219, -1.54096, -2.10988], [-1.52810, -1.31089, -1.80440], [-0.48187, 0.09142, -2.12277], [-0.36966, -1.72787, 0.35167], [1.28700, 0.12028, 1.50639], [2.01432, -0.39509, -0.42703], [1.57401, 2.03354, 0.54087], [1.12653, 0.95131, 2.36910], [-1.27373, 0.03405, 1.62962], [-2.09643, 0.46890, 0.08866]],
  "mulliken_charge": [-1.469, 0.506, -0.358, -0.765, -0.311, -0.558, 0.399, 0.366, 0.307, 0.264, -0.279, 0.454, 0.484, 0.230, 0.382, 0.348]
}

{
  "formula": "C5H10O",
  "method": "wB97M-V/def2-TZVPD",
  "smiles": "CCOC1CC1",
  "mol_weight_g_mol": 86.13,
  "homo_energy_ev": -9.226,
  "symbols": ["C", "C", "O", "C", "C", "C", "H", "H", "H", "H", "H", "H", "H", "H", "H", "H"],
  "coordinates": [[-0.89922, 2.15356, -0.78649], [0.14757, 1.69235, 0.19239], [-0.41139, 0.27036, 0.46335], [0.38981, -0.76560, -0.01498], [1.33729, -1.29652, 1.00342], [0.20307, -2.16042, 0.51249], [-1.58934, 2.93311, -0.43986], [-1.29978, 1.09362, -0.64080], [-0.56660, 2.34484, -1.81345], [1.15551, 1.58193, -0.21462], [0.15738, 2.19662, 1.16194], [0.69897, -0.67632, -1.06102], [2.35983, -1.51649, 0.73107], [1.18933, -0.83904, 1.97844], [0.46660, -2.98752, -0.14818], [-0.62670, -2.36999, 1.17971]],
  "mulliken_charge": [-0.790, -0.343, -0.487, -0.002, -0.471, -0.574, 0.267, 0.269, 0.255, 0.307, 0.285, 0.370, 0.247, 0.215, 0.221, 0.230]
}

{
  "formula": "C5H10O",
  "method": "wB97M-V/def2-TZVPD",
  "mol_weight_g_mol": 86.13,
  "homo_energy_ev": [-6.919, -7.320],
  "symbols": ["O", "C", "C", "C", "C", "C", "H", "H", "H", "H", "H", "H", "H", "H", "H", "H"],
  "coordinates": [[2.72115, 0.28023, 0.03372], [1.53880, -0.24232, 0.44901], [0.33820, -0.02122, -0.35620], [-0.47252, -1.21689, 0.07287], [-1.84770, 0.46764, -0.43584], [-0.62929, 1.22394, -0.17569], [3.33983, 0.33064, 0.77312], [0.65286, -1.73331, 0.35182], [1.39830, -0.28103, 1.53277], [0.56952, -0.10138, -1.42130], [-0.96536, -1.16511, 1.04181], [-0.90166, -1.89103, -0.66221], [-2.12443, 0.27959, -1.46923], [-2.65989, 0.42912, 0.28054], [-0.58026, 1.60550, 0.84720], [-0.37755, 2.03562, -0.86240]],
  "mulliken_charge": [-0.474, -0.835, 0.678, -1.190, -0.813, -0.439, 0.377, 0.361, 0.300, 0.212, 0.309, 0.369, 0.286, 0.334, 0.254, 0.272]
}

{
  "formula": "C5H10O",
  "method": "wB97M-V/def2-TZVPD",
  "smiles": "C=C=O.CCC",
  "mol_weight_g_mol": 86.13,
  "homo_energy_ev": -9.352,
  "symbols": ["C", "C", "O", "H", "H", "C", "C", "C", "H", "H", "H", "H", "H", "H", "H", "H"],
  "coordinates": [[2.24710, -0.16604, -1.24653], [1.85629, 0.78959, -0.43263], [1.54223, 1.64863, 0.29356], [1.56630, -0.94880, -1.55544], [3.26931, -0.14890, -1.59326], [-1.28905, 0.26984, -0.78073], [-0.63978, -0.62031, 0.28231], [-0.85158, -0.09291, 1.69606], [-1.02063, -0.03016, -1.80110], [-1.00934, 1.32461, -0.65692], [-2.38019, 0.20947, -0.69485], [-1.02121, -1.64308, 0.18504], [0.43368, -0.73017, 0.13168], [-0.50565, 0.94519, 1.77529], [-0.28748, -0.68509, 2.42422], [-1.91000, -0.12188, 1.97330]],
  "mulliken_charge": [-0.952, 0.792, -0.365, 0.286, 0.285, -1.093, -0.029, -1.227, 0.304, 0.286, 0.399, 0.350, 0.016, 0.253, 0.320, 0.374]
}

{
  "formula": "C5H10O",
  "method": "wB97M-V/def2-TZVPD",
  "smiles": "OC1CCCC1",
  "mol_weight_g_mol": 86.13,
  "homo_energy_ev": -10.192,
  "symbols": ["O", "C", "C", "C", "C", "C", "H", "H", "H", "H", "H", "H", "H", "H", "H", "H"],
  "coordinates": [[-1.53441, -0.19544, 1.00192], [-1.04252, 0.10393, -0.31942], [-0.12593, -1.04947, -0.71752], [0.93496, -0.87314, 0.37089], [1.21269, 0.64772, 0.34374], [-0.10608, 1.29649, -0.15540], [-2.46991, -0.33111, 0.88199], [-1.87174, 0.28663, -1.01776], [-0.64611, -2.01331, -0.69887], [0.29252, -0.89797, -1.72277], [1.82416, -1.49671, 0.26220], [0.44723, -1.13158, 1.31420], [1.50186, 1.02621, 1.32730], [2.02764, 0.86982, -0.35239], [-0.55220, 1.98725, 0.56603], [0.02902, 1.83948, -1.09821]],
  "mulliken_charge": [-0.533, 0.010, -0.736, -0.683, -0.601, -0.705, 0.316, 0.490, 0.317, 0.284, 0.385, 0.269, 0.284, 0.287, 0.307, 0.311]
}

Copy entry 3 word for word.
{
  "formula": "C5H10O",
  "method": "wB97M-V/def2-TZVPD",
  "smiles": "CCOC1CC1",
  "mol_weight_g_mol": 86.13,
  "homo_energy_ev": -9.226,
  "symbols": ["C", "C", "O", "C", "C", "C", "H", "H", "H", "H", "H", "H", "H", "H", "H", "H"],
  "coordinates": [[-0.89922, 2.15356, -0.78649], [0.14757, 1.69235, 0.19239], [-0.41139, 0.27036, 0.46335], [0.38981, -0.76560, -0.01498], [1.33729, -1.29652, 1.00342], [0.20307, -2.16042, 0.51249], [-1.58934, 2.93311, -0.43986], [-1.29978, 1.09362, -0.64080], [-0.56660, 2.34484, -1.81345], [1.15551, 1.58193, -0.21462], [0.15738, 2.19662, 1.16194], [0.69897, -0.67632, -1.06102], [2.35983, -1.51649, 0.73107], [1.18933, -0.83904, 1.97844], [0.46660, -2.98752, -0.14818], [-0.62670, -2.36999, 1.17971]],
  "mulliken_charge": [-0.790, -0.343, -0.487, -0.002, -0.471, -0.574, 0.267, 0.269, 0.255, 0.307, 0.285, 0.370, 0.247, 0.215, 0.221, 0.230]
}